A structure of composition C24H50AsF6IrN6Si2Te. Source: the OMol25 dataset; level of theory: wB97M-V/def2-TZVPD.

Output
- Energy above the lowest of the compared OMol25 structures with the same formula, charge and spin: 54.50 kcal per mole
- LUMO (spin up / spin down): -13.3 / -15.6 eV
- Net charge: +4
- Highest occupied orbital energy (spin up / spin down): -18.5 / -18.5 eV
- Frontier orbital gap (spin up / spin down): 5.20 / 2.97 eV
- Multiplicity: 5

Positions of all 91 atoms, in Å:
1 Ir -0.422 0.254 0.570
2 C -3.084 0.577 0.379
3 N -3.072 1.593 -0.639
4 C -3.982 1.372 -1.748
5 C -2.034 2.449 -0.698
6 N -0.907 2.100 0.001
7 C -0.061 3.031 0.546
8 C -0.370 4.374 0.812
9 C 0.628 5.241 1.198
10 C 1.964 4.805 1.255
11 C 2.272 3.470 1.125
12 C 1.246 2.538 0.895
13 N 1.371 1.180 0.898
14 C 2.446 0.519 1.429
15 N 2.853 -0.583 0.778
16 C 2.371 -0.798 -0.562
17 C 3.544 -1.687 1.414
18 N 3.069 0.964 2.534
19 C 4.479 0.754 2.755
20 C 2.423 1.740 3.562
21 N -2.076 3.549 -1.456
22 C -0.903 4.144 -2.057
23 C -3.300 4.290 -1.696
24 H -4.045 0.060 0.375
25 H -2.963 1.002 1.376
26 H -2.303 -0.224 0.189
27 H -4.000 0.302 -1.962
28 H -3.639 1.890 -2.637
29 H -4.997 1.686 -1.510
30 H -1.390 4.716 0.729
31 H 0.389 6.264 1.442
32 H 2.747 5.526 1.432
33 H 3.298 3.145 1.199
34 H 2.559 0.076 -1.187
35 H 1.273 -0.996 -0.568
36 H 2.873 -1.662 -0.995
37 H 3.357 -1.700 2.486
38 H 4.622 -1.665 1.234
39 H 3.160 -2.621 1.004
40 H 5.004 0.514 1.832
41 H 4.670 -0.023 3.500
42 H 4.902 1.675 3.164
43 H 1.360 1.862 3.384
44 H 2.885 2.727 3.657
45 H 2.558 1.226 4.519
46 H -0.046 3.478 -2.015
47 H -0.636 5.090 -1.584
48 H -1.126 4.368 -3.102
49 H -4.132 3.882 -1.131
50 H -3.551 4.322 -2.757
51 H -3.143 5.325 -1.384
52 F 0.088 -1.670 1.543
53 As -0.510 -1.303 3.519
54 F 1.208 -1.350 3.717
55 F -0.357 0.433 3.052
56 F -0.975 -0.882 5.042
57 F -2.042 -1.229 2.611
58 F -0.661 -2.989 3.671
59 C -1.300 -7.068 0.398
60 Si -1.074 -5.818 1.813
61 C -2.075 -6.066 3.434
62 C 0.767 -5.414 2.119
63 C -2.067 -4.216 1.090
64 Te -1.053 -3.309 -0.505
65 C -2.281 -4.105 -2.085
66 Si -1.434 -4.052 -3.834
67 C -2.803 -4.646 -5.069
68 C -0.871 -2.255 -4.102
69 C 0.017 -5.286 -4.002
70 H -0.868 -8.023 0.687
71 H -0.801 -6.747 -0.516
72 H -2.347 -7.256 0.170
73 H -1.705 -6.951 3.943
74 H -3.129 -6.206 3.204
75 H -1.966 -5.209 4.095
76 H 1.231 -6.217 2.687
77 H 0.911 -4.495 2.683
78 H 1.306 -5.334 1.176
79 H -2.151 -3.514 1.911
80 H -3.045 -4.550 0.762
81 H -3.205 -3.529 -2.100
82 H -2.541 -5.125 -1.813
83 H -3.652 -3.974 -4.993
84 H -3.115 -5.664 -4.864
85 H -2.392 -4.595 -6.071
86 H -1.703 -1.618 -4.392
87 H -0.147 -2.206 -4.912
88 H -0.406 -1.822 -3.214
89 H -0.294 -6.310 -3.820
90 H 0.807 -5.023 -3.303
91 H 0.433 -5.244 -5.005

Results of the Mulliken charge analysis, in e, for atoms 1 through 8:
1. Ir 1.471
2. C -2.216
3. N 0.157
4. C -1.159
5. C 0.679
6. N -0.096
7. C -0.057
8. C -0.429


A structure of composition C5H6O2. Source: the OMol25 dataset; level of theory: wB97M-V/def2-TZVPD.

Output
- Energy above the lowest of the compared OMol25 structures with the same formula, charge and spin: 125.65 kcal per mole
- LUMO: 0.4 eV
- Highest occupied orbital energy: -9.8 eV
- Frontier orbital gap: 10.18 eV

Positions of all 13 atoms, in Å:
1 C -1.292 1.244 1.037
2 C -0.076 0.637 0.422
3 C 1.121 -0.008 0.460
4 C 0.497 0.047 -1.067
5 C 0.385 -1.294 -1.308
6 H -1.466 1.434 2.122
7 H -1.098 2.593 0.716
8 H -2.253 0.778 0.461
9 H 2.095 -0.295 1.007
10 H 0.891 0.824 -1.801
11 H 0.462 -1.880 0.657
12 O 0.086 -2.308 -0.273
13 O 0.648 -1.772 -2.433

Results of the Mulliken charge analysis, in e, for atoms 1 through 8:
1. C -0.902
2. C 0.558
3. C -0.896
4. C -0.232
5. C 0.645
6. H 0.330
7. H 0.227
8. H 0.245


A structure of composition C3H5CdO3. Source: the OMol25 dataset; level of theory: wB97M-V/def2-TZVPD.

Output
- Energy above the lowest of the compared OMol25 structures with the same formula, charge and spin: 193.82 kcal per mole
- LUMO (spin up / spin down): -6.3 / -6.4 eV
- Net charge: +1
- Highest occupied orbital energy (spin up / spin down): -14.0 / -12.1 eV
- Frontier orbital gap (spin up / spin down): 7.77 / 5.63 eV

Positions of all 12 atoms, in Å:
1 H -1.256 0.793 0.659
2 C -0.544 0.140 1.213
3 C 0.776 0.406 0.586
4 O 0.759 0.692 -0.853
5 C 0.535 -0.311 -1.623
6 O 0.414 0.081 -2.855
7 Cd 0.202 -2.003 -0.240
8 O -1.075 -1.142 0.958
9 H -0.284 0.104 2.292
10 H -1.249 1.512 2.176
11 H 1.748 0.324 1.073
12 H -0.024 -0.596 -3.386

Results of the Mulliken charge analysis, in e, for atoms 1 through 8:
1. H 0.338
2. C -0.268
3. C -0.323
4. O -0.223
5. C 0.291
6. O -0.350
7. Cd 0.853
8. O -0.793


A cluster of 7 separate species, C25H70N8O7 in total. Source: the OMol25 dataset; level of theory: wB97M-V/def2-TZVPD.

Output
- Energy above the lowest of the compared OMol25 structures with the same formula, charge and spin: 114.02 kcal per mole
- SMILES string: COC[C@H](C)N.COC[C@H](C)N.COC[C@H](C)N.COC[C@H](C)N.COC[C@H](C)N.COC[C@H](C)N.NC(N)=O
- LUMO: 0.6 eV
- Highest occupied orbital energy: -8.2 eV
- Frontier orbital gap: 8.74 eV

Positions of all 110 atoms, in Å:
1 C -5.366 8.932 35.649
2 O -4.965 10.274 35.256
3 C -3.795 10.145 34.456
4 C -3.320 11.598 34.181
5 C -1.947 11.610 33.400
6 N -3.176 12.520 35.369
7 H -6.266 9.188 36.209
8 H -4.761 8.434 36.406
9 H -5.445 8.217 34.830
10 H -3.001 9.539 34.893
11 H -4.129 9.774 33.487
12 H -4.026 11.990 33.448
13 H -1.796 12.638 33.069
14 H -1.945 10.817 32.653
15 H -1.191 11.371 34.149
16 H -2.253 12.360 35.745
17 H -3.773 12.123 36.081
18 C 6.603 15.809 25.268
19 O 5.946 14.666 25.915
20 C 5.558 14.978 27.299
21 C 4.019 15.048 27.407
22 C 3.365 15.933 26.380
23 N 3.612 15.619 28.705
24 H 6.866 15.484 24.261
25 H 7.482 16.095 25.846
26 H 5.905 16.605 25.009
27 H 5.899 14.202 27.984
28 H 5.912 15.945 27.656
29 H 3.618 14.043 27.275
30 H 3.692 15.704 25.365
31 H 3.696 16.967 26.475
32 H 2.276 15.990 26.382
33 H 4.088 15.135 29.454
34 H 2.650 15.656 29.010
35 C 5.656 14.516 31.857
36 O 4.227 14.450 32.054
37 C 3.603 13.280 31.605
38 C 2.355 13.014 32.448
39 C 1.586 11.659 32.081
40 N 1.462 14.141 32.353
41 H 5.971 14.181 30.869
42 H 6.120 13.678 32.378
43 H 6.081 15.487 32.114
44 H 3.342 13.295 30.547
45 H 4.242 12.438 31.869
46 H 2.662 12.988 33.494
47 H 2.274 10.835 32.270
48 H 1.475 11.662 30.997
49 H 0.608 11.619 32.561
50 H 1.025 14.148 31.443
51 H 2.068 14.897 32.641
52 C -4.324 12.053 30.363
53 O -3.234 11.624 29.553
54 C -3.137 12.316 28.275
55 C -2.010 11.699 27.389
56 C -2.488 10.506 26.566
57 N -1.000 11.125 28.204
58 H -4.360 13.129 30.531
59 H -4.452 11.497 31.292
60 H -5.235 11.915 29.781
61 H -4.082 12.027 27.816
62 H -3.081 13.375 28.524
63 H -1.695 12.489 26.707
64 H -2.891 9.763 27.255
65 H -1.701 10.043 25.972
66 H -3.312 10.743 25.893
67 H -0.781 10.265 27.724
68 H -1.653 10.897 28.940
69 C 1.414 17.759 22.754
70 O 0.926 16.552 23.347
71 C 1.241 15.386 22.625
72 C 0.425 14.169 23.027
73 C 0.294 13.915 24.476
74 N 0.729 12.951 22.301
75 H 0.741 18.473 23.230
76 H 1.121 17.854 21.708
77 H 2.453 17.891 23.055
78 H 1.101 15.539 21.555
79 H 2.295 15.150 22.775
80 H -0.580 14.351 22.647
81 H 1.080 14.405 25.051
82 H 0.141 12.907 24.862
83 H -0.684 14.297 24.767
84 H -0.017 12.328 22.577
85 H 1.556 12.482 22.642
86 C -0.489 17.422 27.654
87 O -1.526 16.495 27.988
88 C -2.709 17.186 28.473
89 C -3.836 16.119 28.620
90 C -5.263 16.638 28.789
91 N -3.504 15.362 29.834
92 H -0.077 18.033 28.457
93 H -0.741 18.085 26.826
94 H 0.305 16.747 27.335
95 H -2.531 17.671 29.433
96 H -3.034 17.993 27.816
97 H -3.846 15.325 27.874
98 H -5.993 15.853 28.989
99 H -5.562 17.208 27.909
100 H -5.238 17.195 29.725
101 H -2.501 15.362 29.717
102 H -3.773 15.952 30.608
103 N -0.533 13.702 29.970
104 C 0.290 14.372 29.224
105 N 0.381 14.055 27.982
106 O 0.964 15.205 29.709
107 H -0.624 13.880 30.960
108 H -1.124 13.009 29.533
109 H -0.088 13.229 27.639
110 H 0.594 14.894 27.462

Results of the Mulliken charge analysis, in e, for atoms 1 through 8:
1. C -0.790
2. O -0.358
3. C -0.762
4. C 0.563
5. C -1.525
6. N -0.713
7. H 0.282
8. H 0.323


A cluster of 3 separate species, C7H15NO in total. Source: the OMol25 dataset; level of theory: wB97M-V/def2-TZVPD.

Output
- Energy above the lowest of the compared OMol25 structures with the same formula, charge and spin: 163.11 kcal per mole
- LUMO (spin up / spin down): 0.6 / 0.6 eV
- Highest occupied orbital energy (spin up / spin down): -6.0 / -6.0 eV
- Frontier orbital gap (spin up / spin down): 6.59 / 6.59 eV

Positions of all 24 atoms, in Å:
1 C 1.166 0.548 -0.082
2 C -3.129 -0.719 0.379
3 C 1.824 -0.053 -1.303
4 C 1.929 0.276 1.192
5 C 0.879 2.017 -0.272
6 C -0.518 -0.944 0.156
7 N -0.168 -2.207 0.359
8 C -1.212 0.082 0.173
9 O -3.903 0.249 -0.277
10 H -3.738 0.185 -1.224
11 H 0.268 -2.725 -0.387
12 H -0.188 -2.595 1.289
13 H -3.345 -0.679 1.443
14 H -3.236 -1.724 -0.039
15 H -1.535 1.055 -0.135
16 H 2.799 0.418 -1.514
17 H 1.206 0.075 -2.195
18 H 2.031 -1.119 -1.174
19 H 2.088 -0.795 1.350
20 H 2.931 0.734 1.177
21 H 1.406 0.678 2.062
22 H 0.386 2.452 0.601
23 H 0.254 2.196 -1.152
24 H 1.804 2.595 -0.424

Results of the Mulliken charge analysis, in e, for atoms 1 through 8:
1. C 1.486
2. C -0.571
3. C -1.585
4. C -1.563
5. C -1.868
6. C 0.500
7. N -0.345
8. C -0.733


Repeat the second record exactly.
A structure of composition C5H6O2. Source: the OMol25 dataset; level of theory: wB97M-V/def2-TZVPD.

Output
- Energy above the lowest of the compared OMol25 structures with the same formula, charge and spin: 125.65 kcal per mole
- LUMO: 0.4 eV
- Highest occupied orbital energy: -9.8 eV
- Frontier orbital gap: 10.18 eV

Positions of all 13 atoms, in Å:
1 C -1.292 1.244 1.037
2 C -0.076 0.637 0.422
3 C 1.121 -0.008 0.460
4 C 0.497 0.047 -1.067
5 C 0.385 -1.294 -1.308
6 H -1.466 1.434 2.122
7 H -1.098 2.593 0.716
8 H -2.253 0.778 0.461
9 H 2.095 -0.295 1.007
10 H 0.891 0.824 -1.801
11 H 0.462 -1.880 0.657
12 O 0.086 -2.308 -0.273
13 O 0.648 -1.772 -2.433

Results of the Mulliken charge analysis, in e, for atoms 1 through 8:
1. C -0.902
2. C 0.558
3. C -0.896
4. C -0.232
5. C 0.645
6. H 0.330
7. H 0.227
8. H 0.245